Entry 1:
The following is a quantum chemistry calculation of a 6-piece molecular cluster, H12O6 overall, from OMol25.

SMILES string: O.O.O.O.O.O
largest force on an atom: 0.8 eV Å⁻¹
E_tot: -12480.100 eV
charge: 0

Last column: Löwdin charge in e.
Element x y z (Å)
O1 1.464128 -0.216385 -1.187876  -0.050
H1 1.414643 -0.053151 -2.131441  0.055
H2 0.901235 -0.961717 -0.962439  0.002
O2 0.540749 2.020732 0.318794  -0.056
H3 1.136725 1.261565 0.366710  0.020
H4 0.747565 2.519830 1.117531  0.059
O3 1.951317 -1.722086 1.408520  -0.042
H5 2.514884 -0.979998 1.180231  0.036
H6 2.454674 -2.536672 1.356056  0.051
O4 -2.722055 -0.012826 1.278378  -0.066
H7 -3.106586 0.550554 0.595091  0.036
H8 -1.810366 0.309803 1.293295  0.021
O5 -0.601081 -2.238521 -0.261579  -0.056
H9 -0.133297 -2.229911 0.584876  0.017
H10 -1.491112 -2.567856 -0.115035  0.046
O6 -1.341627 2.029102 -1.734557  -0.077
H11 -0.587357 1.866608 -1.146348  -0.023
H12 -1.332439 2.960928 -1.960206  0.027

Atomic forces in eV per Å
O 0.581 0.356 0.443
H -0.246 -0.145 -0.029
H -0.405 -0.248 -0.302
O 0.411 -0.044 0.721
H -0.095 -0.139 -0.539
H -0.231 0.158 -0.135
O -0.690 -0.016 0.270
H 0.261 -0.219 -0.212
H 0.310 0.144 -0.104
O 0.238 0.336 -0.146
H -0.112 -0.142 -0.003
H -0.067 -0.190 0.053
O 0.485 0.025 -0.103
H -0.221 -0.065 -0.010
H -0.010 0.162 0.190
O -0.202 -0.389 -0.163
H -0.176 0.364 -0.038
H 0.169 0.051 0.109


Entry 2:
The following is a quantum chemistry calculation of a 6-piece molecular cluster, H12O6 overall at a distorted geometry, from OMol25.

SMILES string: O.O.O.O.O.O
largest force on an atom: 4.7 eV Å⁻¹
E_tot: -12478.630 eV
charge: 0

Last column: Löwdin charge in e.
Element x y z (Å)
O1 -8.313778 1.945251 3.486620  -0.050
H1 -8.027349 1.104743 3.379915  -0.044
H2 -7.408552 2.360009 3.629489  0.027
O2 -0.966410 -5.518686 -3.715828  -0.164
H3 -0.835438 -4.663161 -4.212416  0.040
H4 -0.548443 -6.295812 -4.354176  0.124
O3 -5.934009 3.006293 4.636509  -0.002
H5 -6.173001 2.737968 5.496642  0.038
H6 -5.073349 2.756179 4.389900  0.032
O4 5.458380 0.667816 -1.018210  -0.097
H7 4.653711 1.160624 -0.780586  -0.005
H8 5.482909 -0.189771 -0.518063  0.069
O5 2.875317 1.188606 -0.502943  0.009
H9 2.667152 1.982877 -0.974646  0.058
H10 2.179985 0.631721 -0.351294  0.011
O6 6.717223 -1.296666 -2.680339  -0.117
H11 5.963345 -0.707637 -2.497530  -0.006
H12 7.282306 -0.870359 -3.413052  0.078

Atomic forces in eV per Å
O 0.742 4.502 0.693
H 0.741 -4.594 -0.669
H -1.605 0.066 -0.026
O 1.720 -1.780 -3.014
H -0.090 -1.545 0.597
H -1.629 3.326 2.417
O -1.574 1.294 -1.552
H 0.050 -0.635 1.503
H 1.646 -0.633 0.053
O 0.506 -0.895 0.291
H 0.247 -0.961 0.191
H -0.307 1.523 -0.490
O 3.356 1.768 0.066
H -0.870 0.307 -0.301
H -2.999 -1.772 0.284
O 1.096 0.668 -1.660
H 0.604 0.183 -0.273
H -1.633 -0.823 1.891


Entry 3:
The following is a quantum chemistry calculation of a 6-piece molecular cluster, H12O6 overall at a distorted geometry, from OMol25.

SMILES string: O.O.O.O.O.O
largest force on an atom: 2.4 eV Å⁻¹
E_tot: -12478.768 eV
charge: 0

Last column: Löwdin charge in e.
Element x y z (Å)
O1 0.734835 -0.415763 0.156832  -0.094
H1 0.787367 -0.817827 1.031232  0.025
H2 -0.149832 -0.034376 0.126852  0.040
O2 1.959945 3.510290 -1.125829  -0.059
H3 2.665016 3.074337 -0.634089  0.026
H4 2.123763 4.449953 -0.987312  0.034
O3 1.482428 0.558633 2.017224  -0.077
H5 2.158224 0.981026 1.475123  0.053
H6 1.823606 0.630845 2.915764  0.056
O4 -3.137392 -2.904169 -0.141422  -0.066
H7 -2.496227 -2.975068 -0.857572  0.034
H8 -3.246894 -3.811100 0.165948  0.032
O5 -4.988123 2.011872 -0.331695  -0.063
H9 -5.167364 1.398311 0.389698  0.032
H10 -4.158594 1.696145 -0.707444  0.031
O6 2.910375 -2.666595 -1.009297  -0.064
H11 3.222889 -2.660126 -1.921044  0.032
H12 3.475983 -2.026381 -0.562975  0.029

Atomic forces in eV per Å
O -0.839 -0.923 -1.572
H -0.003 0.167 -0.349
H 0.150 -0.029 -0.039
O 0.162 0.086 0.131
H -0.100 -0.007 -0.109
H -0.067 -0.060 -0.047
O 0.926 0.836 2.015
H -0.268 -0.166 -0.185
H 0.006 0.147 0.167
O 0.053 -0.148 -0.062
H -0.012 0.070 0.064
H -0.019 0.111 0.009
O 0.105 -0.126 0.068
H -0.021 0.061 -0.069
H -0.084 0.054 -0.002
O 0.270 -0.029 -0.082
H -0.087 -0.016 0.079
H -0.171 -0.026 -0.016


Entry 4:
The following is a quantum chemistry calculation of H12O6Ti as an isolated structure at a distorted geometry, from OMol25.

largest force on an atom: 13.8 eV Å⁻¹
E_tot: -35578.577 eV
charge: +1
2S+1: 4
⟨S²⟩: 3.753

Last column: Mulliken spin population.
Element x y z (Å)
Ti1 -0.068787 0.116845 0.245904  3.068
O1 0.047523 -0.327865 1.802804  -0.444
H1 -0.471087 -0.233085 2.601734  0.148
H2 0.541103 -1.137795 1.931774  0.296
O2 -1.118257 -1.326205 -0.138016  -0.340
H3 -1.659447 -1.706315 -0.830006  0.121
H4 -1.229467 -1.918055 0.606024  0.191
O3 -0.894637 0.413785 -1.449886  -0.323
H5 -1.569927 -0.017625 -1.973446  0.079
H6 -0.904547 1.323375 -1.747836  0.074
O4 1.168033 -1.161365 -0.311696  -0.076
H7 0.641523 -1.893755 -0.632046  0.112
H8 1.914663 -1.574275 0.122234  0.068
O5 1.346503 0.907845 -0.420676  -0.205
H9 1.828853 1.049965 -1.235156  0.073
H10 2.023963 0.856475 0.253604  0.085
O6 -0.331187 1.888235 0.487044  -0.037
H11 -0.874507 2.430995 1.058404  0.026
H12 -0.390317 2.308815 -0.370766  0.085

Atomic forces in eV per Å
Ti -4.922 1.949 -7.155
O 0.631 -2.758 13.484
H -0.446 0.414 1.324
H 1.136 -2.068 0.901
O -3.800 -5.010 -0.347
H -0.770 -0.239 -0.761
H -0.195 -1.053 0.967
O -1.002 1.690 -4.246
H -0.534 -0.411 -0.471
H -0.167 0.485 -0.817
O 3.103 -5.252 -1.481
H 0.011 -1.081 -0.384
H 0.853 -0.443 0.412
O 7.640 5.711 -3.661
H 0.221 -0.037 -0.774
H 0.971 0.236 0.438
O -2.550 6.316 2.203
H -0.437 0.549 0.668
H 0.257 0.999 -0.301


Entry 5:
The following is a quantum chemistry calculation of H12O6Ti as an isolated structure, from OMol25.

largest force on an atom: 0.7 eV Å⁻¹
E_tot: -35588.573 eV
charge: +1
2S+1: 4
⟨S²⟩: 3.751

Last column: Mulliken spin population.
Element x y z (Å)
Ti1 0.032216 -0.127687 0.041570  3.115
O1 -0.015501 -0.844513 -2.160611  -0.069
H1 -0.743527 -0.762720 -2.796284  0.017
H2 0.783172 -0.632281 -2.662493  0.010
O2 1.476112 1.612808 -0.913080  -0.023
H3 2.443525 1.611491 -0.916961  0.002
H4 1.226013 2.413476 -0.425335  0.016
O3 -1.941405 -1.311695 0.361547  -0.014
H5 -2.375240 -0.917410 1.134395  0.029
H6 -2.645474 -1.563540 -0.258976  0.016
O4 0.973801 0.557488 2.163286  -0.135
H7 1.738003 0.243965 2.671351  0.037
H8 0.315974 0.845663 2.809500  0.028
O5 1.350260 -1.965249 0.509850  -0.038
H9 1.097810 -2.596947 1.199899  0.021
H10 2.315576 -1.965583 0.480706  0.005
O6 -1.669070 1.696416 -0.576709  -0.025
H11 -2.535069 1.282928 -0.701091  0.007
H12 -1.827174 2.423389 0.039434  0.000

Atomic forces in eV per Å
Ti 0.036 0.612 0.267
O -0.231 0.067 -0.187
H 0.161 -0.016 0.137
H -0.135 0.019 0.090
O -0.012 -0.140 0.350
H -0.159 0.015 0.026
H 0.064 -0.116 -0.166
O -0.167 -0.032 -0.111
H 0.088 -0.093 -0.145
H 0.199 -0.064 0.176
O 0.054 0.005 -0.092
H -0.161 0.007 -0.127
H 0.062 -0.049 -0.118
O 0.049 0.031 0.137
H 0.002 0.110 -0.162
H -0.143 -0.063 -0.006
O 0.155 -0.307 -0.051
H 0.087 0.146 0.017
H 0.053 -0.132 -0.034


Entry 6:
The following is a quantum chemistry calculation of a 7-piece molecular cluster, H13O10S overall at a distorted geometry, from OMol25.

largest force on an atom: 12.3 eV Å⁻¹
E_tot: -31520.145 eV
charge: -1

Last column: Löwdin charge in e.
Element x y z (Å)
O1 -0.267921 0.437196 -0.739528  0.197
H1 0.215878 1.121792 -0.230186  0.080
H2 0.259035 -0.000166 -1.425795  0.069
H3 -0.510080 -0.186019 -0.008283  0.074
S1 -0.849679 -2.516850 1.710968  0.070
O2 -1.870719 -2.530176 2.720597  -0.398
O3 -1.264899 -3.423412 0.634090  -0.447
O4 -0.655243 -1.270324 1.155402  -0.389
O5 0.376006 -3.128495 2.249852  -0.441
O6 1.960788 -0.338916 -2.047392  -0.041
H4 2.461387 -1.012302 -2.661633  0.141
H5 2.162244 0.535042 -2.138240  -0.027
O7 -0.207179 1.012068 2.321171  -0.169
H6 -0.680548 0.116375 1.991282  0.053
H7 0.637228 0.578936 2.656063  0.068
O8 -1.691534 2.931112 0.575312  -0.046
H8 -0.986991 2.802028 1.155608  -0.047
H9 -2.310630 2.527216 1.201928  0.056
O9 1.516845 2.376793 -0.438517  -0.012
H10 1.263126 3.318943 -0.288073  0.099
H11 2.191178 2.185634 0.164143  0.036
O10 -0.642911 -1.529663 -2.552259  -0.065
H12 -0.192621 -2.371426 -2.470875  0.044
H13 -0.912760 -1.635387 -3.535638  0.095

Atomic forces in eV per Å
O -0.758 1.327 0.495
H 0.365 0.406 -0.583
H 0.506 -0.696 -0.319
H -0.642 -2.313 0.854
S -0.793 -12.010 2.330
O -1.605 1.481 1.858
O -0.620 -0.141 -1.825
O 1.645 10.333 -3.622
O 1.415 1.372 0.574
O 0.088 -5.859 -0.742
H -1.434 2.736 1.795
H 1.595 3.497 -1.024
O 0.765 -2.112 -0.231
H 0.998 1.315 0.646
H -1.589 0.857 -0.477
O -2.004 0.127 -0.502
H 2.920 -0.263 1.293
H -0.801 -0.004 -0.673
O -1.740 1.619 -1.408
H 0.232 -1.166 -0.142
H 1.638 -0.431 1.628
O -0.678 -0.380 -3.339
H 0.144 -0.444 0.996
H 0.353 0.749 2.419


Entry 7:
The following is a quantum chemistry calculation of a 6-piece molecular cluster, H13O6 overall at a distorted geometry, from OMol25.

largest force on an atom: 3.5 eV Å⁻¹
E_tot: -12491.950 eV
charge: 0
2S+1: 2
⟨S²⟩: 0.751

Last column: Mulliken spin population.
Element x y z (Å)
O1 1.411437 -0.041061 -0.282074  0.037
H1 1.862678 0.452488 0.470339  -0.016
H2 2.126425 -0.012640 -0.926374  0.014
O2 -0.289424 -2.167052 -1.195027  0.478
H3 0.222103 -2.630042 -1.957008  -0.130
H4 0.345412 -1.417507 -0.807625  -0.040
O3 -1.895554 -2.352042 0.629285  0.312
H5 -1.389728 -2.567123 -0.136034  0.085
H6 -1.921107 -3.212132 1.080495  -0.206
O4 -0.496774 2.430718 2.423966  0.166
H7 0.132782 2.228139 3.160992  -0.049
H8 -1.044988 3.222823 2.731566  -0.036
O5 1.902885 1.717911 -2.851038  0.152
H9 1.721408 1.555692 -3.749866  -0.032
H10 2.333742 2.558415 -2.786301  -0.029
O6 -1.355934 0.249056 1.037782  0.571
H11 -1.514837 1.048242 1.552296  -0.088
H12 -0.597386 0.420793 0.523031  -0.108
H13 -1.553145 -1.484671 1.081590  -0.081

Atomic forces in eV per Å
O 1.181 1.048 1.566
H -1.113 -0.981 -0.894
H -0.131 0.004 -0.684
O 3.050 0.895 -1.346
H -1.192 1.148 1.947
H -1.477 -2.075 -1.055
O -1.969 1.812 1.590
H 1.872 0.113 -2.743
H -0.088 -1.086 1.745
O -0.406 1.549 1.443
H -0.913 0.303 -0.840
H 1.279 -1.611 -0.495
O 0.021 -0.572 1.827
H -0.285 -0.162 -1.681
H 0.313 0.686 -0.124
O -1.600 -0.954 0.630
H 0.190 0.041 0.271
H 1.544 0.451 -1.102
H -0.274 -0.608 -0.057


Entry 8:
The following is a quantum chemistry calculation of H13O6 as an isolated structure at a distorted geometry, from OMol25.

largest force on an atom: 3.1 eV Å⁻¹
E_tot: -12489.480 eV
charge: +1

Last column: Löwdin charge in e.
Element x y z (Å)
O1 1.842242 -0.524088 -1.394777  -0.023
H1 2.672234 -1.010262 -1.367056  0.085
H2 2.052096 0.413546 -1.329752  0.073
O2 -0.720839 3.440967 0.102131  -0.057
H3 -0.830580 4.177672 0.753448  0.097
H4 -0.361465 3.992044 -0.612723  0.073
O3 0.986740 -1.327432 2.494770  -0.009
H5 1.017814 -0.359288 2.613967  0.093
H6 1.821722 -1.553839 2.930492  0.094
O4 -1.993646 -1.972835 -0.881384  0.079
H7 -2.363199 -1.101655 -1.156894  0.124
H8 -2.433668 -1.992462 0.029283  0.160
O5 -0.769885 0.897403 -0.661581  -0.064
H9 -0.613729 1.778853 -0.258374  -0.001
H10 -0.783444 1.163905 -1.591207  0.063
O6 0.225828 -1.690482 0.065200  0.027
H11 -0.884881 -1.927635 -0.274683  0.078
H12 0.542993 -0.875463 -0.446147  0.056
H13 0.593667 -1.528951 0.985285  0.050

Atomic forces in eV per Å
O 0.136 0.651 -0.229
H 0.052 0.002 -0.026
H 0.229 -0.033 -0.158
O 0.299 2.232 0.419
H -0.171 -1.281 -0.126
H -0.034 -0.555 -0.266
O 0.689 1.154 0.522
H -0.484 -0.315 -0.071
H -0.120 -0.616 -0.157
O -1.783 0.550 2.444
H 0.826 -0.331 -0.324
H 0.081 -0.634 -1.488
O 0.303 0.394 -0.472
H -0.345 -0.399 0.393
H -0.100 -0.379 -0.076
O -0.616 0.460 -0.345
H 1.894 0.965 -0.108
H -0.191 -1.180 0.072
H -0.665 -0.687 -0.003


Look up the E_tot of the fifth one. -35588.573 eV


Number 1 is which compound? H12O6


What is the formula in the third record? H12O6


Which formula does entry 3 have? H12O6